118
Properties=species:S:1:pos:R:3:forces:R:3:lowdin_charge:R:1 method="wB97M-V/def2-TZVPD" orbital_gap_ev=5.1 e_homo_ev=-4.51 max_force_ev_per_a=3.400 de_lowest_kcal_mol=54.1 total_charge=-1
C 1.083 -1.290 -2.743 0.36 -0.11 -0.06 -0.230
F -5.091 7.327 0.250 0.15 -0.09 -0.05 0.098
F -0.843 3.909 -3.221 -0.06 0.19 -0.51 -0.003
C -1.455 5.424 -0.461 -0.17 -0.28 0.04 -0.163
C 2.725 5.822 -3.720 0.01 0.00 0.02 -0.147
F 0.546 7.450 -0.174 0.18 0.34 -0.03 0.094
C 2.133 -0.889 -3.599 -0.30 -0.20 0.31 -0.008
H 4.947 4.300 -2.366 -0.06 0.07 -0.09 0.101
Zr 0.247 -0.379 0.212 -1.18 -2.47 2.02 1.761
H -3.134 -2.049 3.827 -0.14 0.00 0.08 0.110
C -1.847 -1.493 2.092 -0.26 -0.42 -0.31 -0.243
F 2.522 5.605 -6.071 -0.10 0.00 0.20 0.097
C 3.105 -0.374 0.738 0.12 0.30 0.39 -0.226
C 1.438 -2.217 3.223 -0.81 0.26 -0.29 -0.059
H -4.732 -3.332 0.954 0.06 -0.05 -0.04 0.121
C 1.299 6.785 0.716 0.03 -0.24 0.28 -0.238
H 3.915 0.345 -3.188 0.09 0.10 -0.01 0.104
C -3.384 5.853 0.978 -0.01 0.02 0.01 -0.151
C 4.820 3.702 -1.476 0.01 0.00 -0.06 -0.072
H 0.902 -4.749 3.951 -0.03 -0.01 -0.07 0.121
F 2.961 5.948 -1.391 0.15 0.22 -0.32 0.075
C 2.488 -0.076 -1.545 0.12 0.04 -0.25 -0.209
C 2.210 5.581 -2.451 -0.22 -0.15 -0.08 -0.229
H 6.222 4.851 -0.336 0.02 0.10 0.00 0.106
F -4.037 5.641 2.136 0.04 0.05 -0.17 0.093
C -2.453 -1.567 -0.301 0.09 -0.31 0.45 -0.280
C 2.126 7.523 1.551 -0.10 0.00 -0.08 -0.141
C -2.173 5.240 0.706 0.11 -0.01 -0.20 -0.270
H 3.336 2.437 -2.352 -0.04 -0.03 -0.10 0.113
H -4.003 0.723 2.081 0.07 -0.01 0.08 0.085
C -1.262 -1.863 -2.157 0.76 -0.36 -0.86 -0.284
N 1.384 -0.866 -1.473 0.61 -0.19 -0.82 -0.039
C 3.809 -1.806 2.300 -0.53 -0.12 -0.01 -0.004
S -3.281 1.270 -3.087 -0.16 0.09 0.16 0.115
F 2.162 8.866 1.482 0.05 -0.07 0.02 0.096
H 4.408 -2.406 2.959 0.10 -0.02 0.12 0.105
C 4.253 -0.949 1.300 -0.15 0.31 -0.27 -0.017
S -1.466 1.237 -2.178 -0.61 0.54 -0.43 0.249
C -0.489 -0.687 -5.252 -0.07 -0.03 0.04 -0.040
S -4.025 2.060 -0.312 -0.05 -0.38 -0.05 0.113
C 3.933 2.638 -1.476 0.00 -0.09 -0.04 -0.011
H -0.164 0.222 -4.767 0.07 0.11 0.02 0.109
C 2.935 6.865 2.466 -0.06 -0.15 -0.08 -0.136
C -1.320 -1.831 -7.185 0.05 -0.08 -0.10 -0.095
F -1.392 6.545 -2.545 -0.16 0.21 -0.12 0.092
C -0.961 -2.274 4.003 -0.24 0.19 -0.28 0.010
F 3.762 7.563 3.266 -0.16 -0.14 -0.12 0.098
F -3.759 7.738 -2.096 0.00 -0.04 0.11 0.096
C 1.227 5.408 0.762 0.15 -0.10 0.15 -0.156
C -3.237 6.915 -1.169 0.10 -0.03 -0.02 -0.143
C 2.809 0.696 -0.289 1.15 -0.43 -0.58 -0.244
C -0.209 -1.785 -3.072 -0.73 0.07 0.78 -0.079
C -6.844 -1.087 2.346 -0.08 0.03 0.00 -0.094
N -1.173 -1.583 -0.801 -0.45 -0.61 -0.36 -0.080
F -1.646 4.399 1.633 -0.42 0.20 0.19 0.025
H 3.029 -1.253 5.162 0.03 0.07 -0.04 0.123
C 2.015 4.790 1.712 -0.19 0.18 -0.07 -0.237
H -0.832 0.254 -7.134 0.00 0.10 -0.05 0.106
H 5.268 -0.743 1.016 0.14 0.07 0.01 0.109
C -3.921 6.706 0.021 0.08 -0.10 0.03 -0.140
H -6.330 0.936 2.835 -0.06 0.09 0.07 0.105
C 2.751 -2.283 5.335 -0.08 0.02 -0.04 -0.028
C 0.075 -1.983 3.053 1.03 -0.35 0.48 -0.225
C -2.793 -1.411 1.051 0.35 -0.08 -0.20 -0.136
H 1.734 -5.947 5.941 -0.03 -0.04 0.01 0.100
C -2.020 6.280 -1.389 -0.15 -0.14 0.43 -0.231
H 5.885 3.524 1.721 0.04 0.01 0.07 0.105
C 2.011 -4.915 5.776 0.00 -0.08 0.12 -0.085
H -7.054 -3.133 1.747 -0.06 -0.05 0.00 0.099
O 0.439 1.315 -0.642 0.66 2.68 -1.17 -0.699
N 2.000 -0.902 1.296 0.76 -0.06 0.29 -0.033
C 3.197 -2.947 6.463 0.08 -0.02 0.10 -0.082
C 2.832 -4.265 6.684 0.02 -0.06 0.03 -0.098
H -1.621 -1.821 -8.222 -0.03 0.01 -0.10 0.097
C -6.391 -2.281 1.810 -0.11 -0.10 -0.03 -0.085
C 0.991 4.967 -2.245 0.16 -0.22 -0.17 -0.151
H 2.227 -1.130 -4.642 -0.05 0.02 -0.15 0.108
C 1.913 -2.923 4.425 0.08 -0.12 0.18 -0.194
C 2.876 5.480 2.554 0.06 -0.03 0.01 -0.143
C 5.360 3.263 0.813 0.04 0.03 0.07 -0.071
C -3.375 -1.837 -1.364 0.20 -0.03 -0.43 -0.015
F 1.930 3.446 1.837 0.33 0.19 0.34 0.052
S -1.985 1.654 -0.136 -0.84 0.93 -0.21 0.191
H 3.187 -4.787 7.561 0.04 -0.04 0.08 0.097
C -4.676 -0.121 2.001 -0.04 -0.13 -0.03 -0.078
Ge 0.185 4.134 -0.514 0.22 1.47 -0.14 1.143
C -0.988 -3.029 -5.131 0.10 -0.02 0.15 -0.038
C -5.087 -2.395 1.360 0.06 0.05 0.01 -0.038
F 0.124 4.312 -5.751 0.08 0.10 0.09 0.095
C -2.647 -2.047 -2.492 -0.15 -0.02 0.48 -0.021
C 3.798 1.840 -0.346 -0.01 -0.25 0.02 -0.119
H -3.026 -2.284 -3.466 -0.05 -0.02 -0.23 0.112
C 0.326 4.562 -3.389 0.28 0.06 0.12 -0.264
C 0.799 4.758 -4.675 -0.01 0.00 0.10 -0.139
S -4.049 2.968 -2.157 0.43 -0.10 0.07 0.096
C -0.550 -1.864 -4.510 -0.02 -0.05 -0.17 -0.199
C -0.872 -0.670 -6.577 -0.06 0.08 -0.14 -0.070
C 2.397 -1.741 2.299 0.22 -0.29 0.01 -0.226
F 3.920 6.428 -3.878 -0.13 -0.07 -0.01 0.087
H 4.369 1.602 1.709 -0.04 -0.04 0.06 0.117
F 3.656 4.835 3.444 -0.09 0.08 -0.06 0.087
H -0.800 -2.667 4.989 0.02 -0.10 0.10 0.112
H 3.832 -2.437 7.175 0.02 0.04 0.01 0.101
C 4.503 2.178 0.807 -0.02 -0.05 -0.08 -0.028
C 1.547 -4.246 4.659 -0.02 0.07 -0.08 -0.033
C 5.535 4.017 -0.334 0.06 -0.04 -0.03 -0.072
C 2.015 5.413 -4.840 0.02 -0.10 0.11 -0.137
O 1.546 1.298 0.258 0.35 0.34 0.07 -0.222
C 3.011 -0.122 -2.842 -0.05 0.10 0.27 -0.007
H -1.027 -3.949 -4.565 -0.01 -0.06 0.06 0.118
H -4.440 -1.856 -1.250 -0.24 0.00 -0.04 0.111
C -1.364 -3.012 -6.463 -0.08 -0.06 -0.09 -0.088
N -0.499 -1.459 1.907 -0.77 -0.27 0.69 -0.049
H -1.698 -3.922 -6.944 -0.02 -0.05 0.02 0.099
C -2.146 -1.945 3.422 0.26 0.06 0.30 0.008
C -4.215 -1.315 1.455 0.00 0.04 0.03 -0.214
H -7.861 -1.003 2.700 -0.08 0.02 0.01 0.097
C -5.985 -0.004 2.431 -0.04 0.07 0.09 -0.076